Entry from OMol25: a cluster of 2 separate species, H2N2O4S in total in a non-equilibrium geometry (ωB97M-V/def2-TZVPD).

```
9
Properties=species:S:1:pos:R:3:nbo_charge:R:1
N -3.84 -0.06 0.06 -0.363
N 0.33 -0.33 0.26 -1.134
O -5.07 0.39 0.04 -0.626
O 2.41 0.68 1.27 -1.043
O 2.52 -1.16 -0.40 -1.055
O 1.95 1.13 -1.05 -1.055
S 1.94 0.13 0.01 2.492
H 0.28 -1.07 -0.53 0.380
H -0.50 0.28 0.34 0.406
```

Results
Net charge   -2
Relative energy (zero: lowest compared OMol25 entry of this formula, charge and spin)   3.8 kcal/mol
Highest occupied orbital energy (alpha / beta)   1.73 / 1.73 eV
Frontier orbital gap (alpha / beta)   4.7 / 4.7 eV
F_max   2.980 eV/Å
Energy   -809.76061 Ha
E_LUMO (alpha / beta)   6.425 / 6.423 eV